No. 1
This record from OMol25 describes C43H37CsN8O2 as an isolated structure. The level of theory is ωB97M-V with the def2-TZVPD basis set.

CARTESIAN COORDINATES (ANGSTROEM)
Cs1 -0.4887 -0.0016 -0.7258
C1 2.7049 -5.5452 2.1449
O1 1.2940 -5.2519 2.0772
C2 1.2281 -3.9226 1.7998
N1 2.2987 -3.2575 1.7239
C3 3.3714 -4.1636 2.2024
C4 3.7309 -3.6715 3.5922
C5 4.7449 -2.7341 3.7403
C6 4.9814 -2.1321 4.9681
C7 4.2021 -2.4657 6.0656
C8 3.1919 -3.4089 5.9291
C9 2.9535 -4.0029 4.6979
C10 -0.1440 -3.3612 1.7389
C11 -1.2649 -4.1522 1.5174
C12 -2.5164 -3.5681 1.6247
C13 -2.6221 -2.2266 1.9545
C14 -1.4450 -1.5250 2.1499
N2 -0.2372 -2.0729 2.0430
C15 -1.3176 -0.1328 2.6735
N3 -0.9113 0.8638 2.0140
C16 -0.4971 1.8791 2.9945
C17 -1.0404 1.3264 4.3336
O2 -1.4362 -0.0296 4.0160
C18 1.0131 2.0062 2.9831
C19 1.8172 0.8863 2.7824
C20 3.1998 1.0128 2.7886
C21 3.7921 2.2518 2.9978
C22 2.9933 3.3674 3.2111
C23 1.6103 3.2427 3.2014
H1 2.9767 -6.0966 1.2452
H2 2.8983 -6.1601 3.0200
H3 4.2451 -4.1041 1.5562
H4 5.3499 -2.4642 2.8808
H5 5.7662 -1.3927 5.0630
H6 4.3754 -1.9885 7.0215
H7 2.5769 -3.6742 6.7795
H8 2.1394 -4.7140 4.6049
H9 -1.1497 -5.1980 1.2671
H10 -3.4097 -4.1575 1.4618
H11 -3.5836 -1.7461 2.0722
H12 -0.9455 2.8394 2.7449
H13 -1.9143 1.8642 4.6978
H14 -0.2825 1.2819 5.1113
H15 1.3780 -0.0939 2.6229
H16 3.8093 0.1332 2.6186
H17 4.8707 2.3479 2.9957
H18 3.4468 4.3368 3.3774
H19 0.9892 4.1177 3.3625
C24 -6.1978 4.2814 -2.3743
C25 -4.9439 3.4591 -2.5379
C26 -3.7597 4.0068 -3.0335
C27 -2.6304 3.2375 -3.2101
C28 -2.5853 1.8494 -2.9201
N4 -1.4402 1.1173 -3.0762
C29 -0.6570 1.3784 -4.1678
C30 -1.1842 1.6953 -5.4436
C31 -0.3808 1.9689 -6.5310
C32 1.0134 1.9446 -6.4439
C33 1.8917 2.3165 -7.6117
C34 1.5511 1.5940 -5.2187
C35 0.7500 1.3043 -4.1221
N5 1.4266 1.0158 -2.8855
C36 1.9397 1.9363 -2.0373
C37 2.5934 1.2532 -1.0340
C38 2.4208 -0.1011 -1.3729
N6 1.7120 -0.2342 -2.4881
C39 -3.7905 1.3187 -2.4021
C40 -4.9201 2.1137 -2.2213
N7 -3.9372 -0.0809 -2.1325
C41 -4.9666 -0.8529 -2.5479
C42 -4.7475 -2.1233 -2.0703
C43 -3.5332 -2.0214 -1.3726
N8 -3.0563 -0.7823 -1.4064
H20 -5.9974 5.3340 -2.5749
H21 -6.6048 4.2033 -1.3640
H22 -6.9773 3.9556 -3.0672
H23 -3.7232 5.0656 -3.2713
H24 -1.7260 3.6927 -3.5938
H25 -2.2618 1.7176 -5.5510
H26 -0.8456 2.2062 -7.4833
H27 1.2987 2.4363 -8.5188
H28 2.6545 1.5594 -7.8046
H29 2.4093 3.2620 -7.4301
H30 2.6286 1.5409 -5.0939
H31 1.8263 2.9915 -2.2201
H32 3.1321 1.6665 -0.1977
H33 2.7870 -0.9774 -0.8579
H34 -5.8125 1.6483 -1.8124
H35 -5.7538 -0.4496 -3.1614
H36 -5.3619 -2.9950 -2.2171
H37 -2.9836 -2.7945 -0.8623

ΔE to the lowest compared entry with this formula, charge and spin = 19.5 kcal/mol
Total energy = -61754.5015 eV
Gap between HOMO and LUMO = 0.21039 Eh
Net charge = 0

Atomic partial charges in e from the Löwdin method, atoms 1 to 6: 1.359, -0.088, -0.004, -0.324, 0.196, -0.236


No. 2
This record from OMol25 describes one molecule with the formula C4H7NO2. The level of theory is ωB97M-V with the def2-TZVPD basis set.

CARTESIAN COORDINATES (ANGSTROEM)
C1 -2.1830 -0.1828 -0.2158
C2 -0.7447 0.1948 -0.0171
N1 -0.2180 1.3374 0.1347
O1 0.0253 -0.9156 0.0394
C3 1.3448 -0.7041 0.5151
C4 2.1960 0.1591 -0.3990
O2 3.2596 0.5943 -0.0407
H1 -2.5408 -0.6779 0.6918
H2 -2.8037 0.6923 -0.4141
H3 -2.2775 -0.8963 -1.0373
H4 -0.9074 2.0799 0.0715
H5 1.3283 -0.2334 1.5020
H6 1.7909 -1.7004 0.5914
H7 1.8078 0.3191 -1.4236

ΔE to the lowest compared entry with this formula, charge and spin = 31.2 kcal/mol
Total energy = -9845.9264 eV
Gap between HOMO and LUMO = 0.38476 Eh
Net charge = 0

Atomic partial charges in e from the Löwdin method, atoms 1 to 6: 0.001, -0.497, 0.169, -0.048, -0.150, -0.258


No. 3
This record from OMol25 describes one molecule with the formula C5H8O. The level of theory is ωB97M-V with the def2-TZVPD basis set.

CARTESIAN COORDINATES (ANGSTROEM)
O1 0.8530 -1.0758 1.6327
C1 0.1443 -0.4382 0.6264
C2 -0.5896 -1.1387 -0.4673
C3 0.5434 -0.1923 -0.8058
C4 0.0073 1.2383 -0.7230
C5 -0.2845 1.0073 0.7930
H1 0.9290 -2.0107 1.4023
H2 -0.3648 -2.1962 -0.5932
H3 -1.6143 -0.8774 -0.7382
H4 1.4727 -0.5358 -1.2484
H5 0.7406 2.0258 -0.9184
H6 -0.8784 1.4255 -1.3426
H7 0.4479 1.5369 1.4074
H8 -1.2933 1.2019 1.1746

ΔE to the lowest compared entry with this formula, charge and spin = 45.6 kcal/mol
Total energy = -7360.2793 eV
Gap between HOMO and LUMO = 0.36372 Eh
Net charge = 0

Atomic partial charges in e from the Löwdin method, atoms 1 to 6: 0.037, -0.496, -0.037, -0.181, -0.124, -0.083


No. 4
This record from OMol25 describes a 2-piece molecular cluster, C6H7BrN2 overall in a non-equilibrium geometry. The level of theory is ωB97M-V with the def2-TZVPD basis set.

CARTESIAN COORDINATES (ANGSTROEM)
C1 1.7428 1.3732 -1.1763
C2 1.4308 1.9569 0.8878
C3 0.7983 1.3224 -0.1034
C4 -1.5413 -0.9312 -1.0828
C5 -1.3125 -1.2520 0.3804
C6 -1.5559 0.0941 -0.0759
N1 2.8593 1.8501 -0.7913
N2 2.7335 2.1775 0.5062
Br1 -2.9225 1.3829 0.2618
H1 1.6486 1.0462 -2.1863
H2 1.2244 2.2997 1.8518
H3 -0.7574 -0.9408 -1.7042
H4 -2.3181 -1.3386 -1.5821
H5 -2.1943 -1.6835 0.8783
H6 -0.2965 -1.5618 0.7164
H7 3.5028 2.7600 0.9939

ΔE to the lowest compared entry with this formula, charge and spin = 117.1 kcal/mol
Total energy = -79351.6077 eV
Gap between HOMO and LUMO (alpha / beta) = 0.29271 / 0.32815 Eh
Net charge = 0

Atomic partial charges in e from the Löwdin method, atoms 1 to 6: -0.222, -0.161, 0.026, -0.174, -0.152, -0.681


No. 5
This record from OMol25 describes a 6-piece molecular cluster, C2H16N2O5 overall in a non-equilibrium geometry. The level of theory is ωB97M-V with the def2-TZVPD basis set.

CARTESIAN COORDINATES (ANGSTROEM)
C1 1.5802 -0.4729 0.0840
N1 -0.7360 1.3490 0.1256
C2 -0.7753 0.0374 0.4491
N2 0.0795 -0.8145 0.0783
H1 2.0951 -0.3647 -0.9164
H2 2.2087 -1.2364 0.6854
H3 1.5441 0.5857 0.5046
H4 -1.5243 1.8872 0.4295
H5 -0.0588 1.9384 -0.3675
H6 -1.6018 -0.4200 1.0696
H7 -0.4508 1.9251 -3.1088
H8 -1.1379 3.2502 -2.6682
O1 -0.2992 2.8965 -2.9767
H9 2.2611 -0.0236 3.7705
H10 1.3693 1.2590 3.5563
O2 2.0743 0.6499 3.0264
H11 -1.3406 -2.3265 -2.0627
H12 -0.6147 -2.8998 -0.7468
O3 -1.0562 -3.1688 -1.6428
H13 0.7004 -2.7372 3.2581
H14 0.8006 -1.2371 2.5753
O4 0.6674 -1.7924 3.3561
H15 -1.8495 0.6065 -2.0509
H16 -1.8180 0.1814 -3.5042
O5 -2.1177 0.9276 -2.9240

ΔE to the lowest compared entry with this formula, charge and spin = 41.8 kcal/mol
Total energy = -15549.3218 eV
Gap between HOMO and LUMO = 0.34021 Eh
Net charge = 0

Atomic partial charges in e from the Löwdin method, atoms 1 to 6: -0.113, 0.100, -0.363, -0.070, 0.069, 0.091


No. 6
This record from OMol25 describes C28H58HgN5O4SSi2 as an isolated structure. The level of theory is ωB97M-V with the def2-TZVPD basis set.

CARTESIAN COORDINATES (ANGSTROEM)
Hg1 0.3535 -1.3103 -1.2612
C1 4.0502 2.2420 2.7729
C2 2.5325 1.9852 2.6478
C3 1.8620 3.3716 2.5379
C4 0.4591 3.5415 3.0270
C5 0.2057 3.2329 4.4678
C6 -0.2961 4.7000 2.4657
N1 -1.3384 0.9577 2.2089
C7 -2.7326 1.2150 2.5084
C8 -3.5260 1.5158 1.2313
N2 -3.3423 0.4994 0.2130
C9 -3.9726 -0.7563 0.5836
C10 -3.1938 -1.5967 1.6307
O1 -3.8696 -2.0816 2.5602
O2 -1.9653 -1.7270 1.4098
C11 -3.5484 0.8800 -1.1894
C12 -4.5108 2.0629 -1.3774
C13 -2.2805 1.0013 -2.0791
C14 -1.0417 1.8748 -1.7712
C15 -0.2523 1.9476 -3.0855
C16 -1.4581 3.3034 -1.3756
N3 -0.2093 1.2269 -0.7245
C17 0.8798 2.1397 -0.2989
C18 2.1814 1.5088 0.2123
N4 2.1664 1.0182 1.5846
C19 3.0273 -0.1532 1.7245
C20 2.8558 -1.3773 0.7943
O3 3.9119 -1.9698 0.5628
O4 1.7005 -1.7673 0.4349
H1 4.2325 2.9874 3.5500
H2 4.4601 2.6230 1.8338
H3 4.6048 1.3456 3.0413
H4 2.2062 1.5194 3.5849
H5 1.9559 3.7331 1.5133
H6 2.4752 4.0593 3.1468
H7 0.7532 3.9427 5.1114
H8 0.5366 2.2298 4.7430
H9 -0.8544 3.3151 4.7149
H10 0.1219 5.6507 2.8401
H11 -1.3505 4.6743 2.7515
H12 -0.2392 4.7288 1.3755
H13 -1.1803 -0.0452 2.0988
H14 -0.7115 1.3122 2.9135
H15 -2.8207 2.0859 3.1689
H16 -3.2087 0.3762 3.0245
H17 -3.2053 2.4795 0.8392
H18 -4.5924 1.6173 1.5183
H19 -4.0243 -1.3882 -0.3055
H20 -4.9981 -0.6064 0.9618
H21 -4.0626 0.0266 -1.6411
H22 -4.0898 3.0144 -1.0580
H23 -5.4300 1.8937 -0.8118
H24 -4.7771 2.1535 -2.4333
H25 -2.6521 1.3366 -3.0546
H26 -1.8988 -0.0149 -2.2248
H27 -0.9103 2.2553 -3.9026
H28 0.1714 0.9751 -3.3199
H29 0.5692 2.6634 -3.0424
H30 -2.2173 3.6839 -2.0629
H31 -0.6030 3.9808 -1.4227
H32 -1.8506 3.3340 -0.3595
H33 -0.7970 1.0744 0.1006
H34 0.4790 2.8181 0.4546
H35 1.1815 2.7384 -1.1593
H36 3.0060 2.2189 0.0361
H37 2.3806 0.6576 -0.4281
H38 2.9043 -0.5264 2.7487
H39 4.0861 0.0818 1.5791
S1 4.4574 1.0265 -3.6042
C21 3.1899 0.1791 -2.9899
N5 2.2700 -0.4117 -2.5803
C22 -0.6292 -5.9235 -2.7805
Si1 -0.9072 -4.4007 -1.6742
C23 0.2220 -4.6525 -0.2054
C24 -2.7064 -4.6092 -1.1527
C25 -0.6240 -2.7785 -2.5794
Si2 0.3672 -2.8367 -4.1550
C26 -0.3788 -3.9952 -5.4682
C27 2.1241 -3.4066 -3.8338
C28 0.3385 -1.1766 -5.0372
H40 -0.7697 -6.8226 -2.1730
H41 0.3765 -5.9613 -3.2043
H42 -1.3434 -5.9589 -3.6062
H43 0.1697 -5.6825 0.1604
H44 -0.0578 -3.9768 0.6047
H45 1.2605 -4.4205 -0.4551
H46 -2.9095 -5.6628 -0.9403
H47 -3.3888 -4.2904 -1.9462
H48 -2.9412 -4.0394 -0.2550
H49 -1.5967 -2.3377 -2.8317
H50 -0.1960 -5.0492 -5.2644
H51 0.0568 -3.7592 -6.4438
H52 -1.4616 -3.8539 -5.5440
H53 2.1371 -4.4359 -3.4649
H54 2.5904 -2.7759 -3.0743
H55 2.7405 -3.3584 -4.7353
H56 -0.6937 -0.8688 -5.2347
H57 0.8629 -1.2395 -5.9950
H58 0.8195 -0.4041 -4.4397

ΔE to the lowest compared entry with this formula, charge and spin = 0.0 kcal/mol
Total energy = -76385.9857 eV
2S+1 = 2
Gap between HOMO and LUMO (alpha / beta) = 0.25946 / 0.25236 Eh
Net charge = -2

Atomic partial charges in e from the Löwdin method, atoms 1 to 6: 1.133, -0.070, -0.340, -0.157, -0.328, -0.090